P:
# H31O15

A 15-piece molecular cluster, H31O15 overall (ωB97M-V/def2-TZVPD, the OMol25 dataset).

Computed properties:
Kohn-Sham gap (eV): 10.194
E_LUMO (eV): -2.9
Multiplicity: 1
Total charge: +1

Geometry as XYZ:
```
46
Properties=species:S:1:pos:R:3:mulliken_charge:R:1
O -2.85 0.83 -1.09 -0.627
H 0.35 1.72 4.17 0.285
H -3.26 0.35 -0.35 0.275
O 1.61 -1.23 -0.79 -0.628
H 4.83 -0.26 1.28 0.298
H 0.87 -0.63 -0.75 0.393
O -1.21 3.74 -0.20 -0.626
H -0.23 0.64 4.93 0.324
H 2.46 2.84 -2.59 0.292
O 0.10 -3.04 -1.86 -0.526
H 0.38 0.54 0.88 0.182
H 0.77 -2.77 -1.26 0.256
O 1.78 2.45 1.41 -0.604
H 2.31 1.86 0.82 0.303
H 2.45 3.11 1.79 0.292
O -0.51 1.44 4.49 -0.615
H -1.79 2.98 -0.43 0.290
H -1.52 3.87 0.71 0.306
O -3.27 0.45 2.01 -0.555
H 0.72 0.22 2.28 0.211
H -2.07 -2.88 -2.12 0.299
O -2.00 -1.57 1.25 -0.426
H 2.37 -0.97 -0.31 0.224
H -3.66 -2.98 -1.97 0.287
O 0.35 -0.23 1.50 -0.457
H -1.42 -0.68 0.95 0.573
H 2.79 0.96 -3.35 0.292
O -0.18 0.53 -1.00 -0.507
H 0.96 3.32 -2.75 0.289
O 4.19 -0.65 0.67 -0.660
H 4.47 -0.33 -0.21 0.325
H -3.96 0.79 2.58 0.281
O -2.84 -2.54 -1.71 -0.568
H -1.38 -2.42 1.14 0.508
H -2.40 -1.79 0.37 0.359
O 2.46 0.08 -3.28 -0.634
H -2.49 0.06 2.33 0.280
H 1.77 0.09 -2.61 0.330
O 1.57 2.54 -2.57 -0.598
H -2.81 0.08 -1.68 0.332
H 0.44 -2.11 0.33 0.553
O -0.04 -2.94 0.66 -0.698
H 0.43 -3.75 0.53 0.307
H 0.18 -3.98 -2.02 0.279
H -0.90 0.87 -1.59 0.255
H 0.14 1.42 -0.60 0.248
```

***

Q:
# H31O15

A 15-piece molecular cluster, H31O15 overall (ωB97M-V/def2-TZVPD, the OMol25 dataset).

Computed properties:
Kohn-Sham gap (eV): 10.371
E_LUMO (eV): -3.0
Multiplicity: 1
Total charge: +1

Geometry as XYZ:
```
46
Properties=species:S:1:pos:R:3:mulliken_charge:R:1
O -2.38 4.00 -0.09 -0.598
H -0.69 4.24 2.44 0.347
H -3.07 4.10 -0.73 0.298
O 0.80 -3.78 -0.76 -0.424
H 3.13 0.94 -2.41 0.262
H 1.46 -3.09 -0.77 0.288
O 1.09 0.62 -3.55 -0.581
H -1.29 1.89 3.79 0.326
H 1.15 -0.48 0.31 0.386
O -1.32 -2.64 1.08 -0.676
H 0.10 -0.02 3.30 0.363
H -0.93 -3.03 0.20 0.281
O 1.06 1.37 2.01 -0.613
H 1.18 0.52 1.58 0.424
H 1.80 1.80 1.86 0.205
O -0.28 3.40 2.87 -0.571
H 1.45 -0.08 -3.98 0.243
H 0.83 1.39 -4.05 0.318
O -2.05 1.60 3.30 -0.585
H 0.09 2.93 2.20 0.304
H -1.04 -3.75 -2.18 0.315
O -1.58 1.03 -3.11 -0.587
H 1.31 -4.44 -0.55 0.193
H -1.28 -2.25 -1.88 0.261
O -0.17 -0.66 3.91 -0.665
H -0.80 0.58 -3.56 0.334
H 1.04 -2.82 -2.45 0.307
O -1.15 1.69 0.48 -0.248
H 1.21 1.07 -0.61 0.314
O 3.00 0.31 -1.63 -0.482
H 3.93 0.20 -1.82 0.254
H -1.19 2.20 1.40 0.280
O -1.52 -3.13 -1.62 -0.639
H -0.95 -1.04 3.60 0.320
H -2.07 0.31 -2.94 0.303
O 1.65 -3.14 -3.10 -0.571
H -2.84 1.54 3.97 0.284
H 1.93 -2.47 -3.77 0.274
O 0.74 0.35 -0.09 -0.737
H -1.69 4.28 -0.63 0.327
H 0.49 -1.92 1.65 0.387
O 1.23 -1.33 1.78 -0.815
H 1.61 -1.40 2.73 0.327
H -1.42 -3.62 1.42 0.361
H -1.96 1.87 -0.14 0.402
H -0.59 0.86 0.52 0.508
```

***

Most stable: P (next structure +59.0 kcal/mol)

***

P:
# C7H12N3

An isolated ion of composition C7H12N3 and charge +1 (ωB97M-V/def2-TZVPD, the OMol25 dataset).

Computed properties:
Kohn-Sham gap (eV): 9.368
E_LUMO (eV): -4.0
Multiplicity: 1
Total charge: +1

Geometry as XYZ:
```
22
Properties=species:S:1:pos:R:3:mulliken_charge:R:1
C -1.04 -0.02 1.34 -0.429
C 1.06 -1.34 -0.13 -0.104
C -0.59 -1.25 1.43 0.749
C 0.04 1.53 -2.03 -0.363
C 1.22 0.59 -1.85 -0.765
C -0.03 2.20 -0.57 -0.667
C -1.44 -2.30 2.25 -1.064
N 0.36 -1.88 0.78 -0.369
N 0.85 -0.03 -0.65 0.051
N 0.34 1.01 0.25 -0.170
H -1.60 0.79 1.75 0.410
H 1.77 -1.94 -0.72 0.392
H 0.32 2.18 -2.92 0.373
H -0.79 0.85 -2.19 0.271
H 1.17 -0.25 -2.56 0.397
H 2.18 0.94 -1.76 0.361
H 0.73 2.95 -0.41 0.337
H -0.92 2.58 -0.20 0.360
H -0.59 -2.87 2.77 0.311
H -1.96 -3.12 1.65 0.278
H -2.15 -1.94 2.95 0.383
H 1.07 1.31 0.82 0.258
```

***

Q:
# C7H12N3

An isolated ion of composition C7H12N3 and charge +1 (ωB97M-V/def2-TZVPD, the OMol25 dataset).

Computed properties:
Kohn-Sham gap (eV): 10.705
E_LUMO (eV): -3.1
SMILES: CC[N@@+]1(C#N)[C@H]2[C@H](N)[C@]21C
Multiplicity: 1
Total charge: +1

Geometry as XYZ:
```
22
Properties=species:S:1:pos:R:3:mulliken_charge:R:1
C -0.46 1.88 0.85 0.365
C -0.08 -1.61 0.29 -0.323
C -0.59 -0.56 1.29 -0.205
C 0.53 -0.22 0.48 0.331
C 2.00 -0.04 0.67 -1.266
C -0.88 1.54 -2.02 -1.202
C -1.51 0.71 -0.96 -0.510
N -0.10 2.80 1.41 -0.326
N 0.83 -2.57 0.71 -0.512
N -0.67 0.65 0.27 0.352
H -0.66 -1.81 -0.54 0.444
H -0.90 -0.39 2.30 0.387
H 2.50 0.15 -0.23 0.372
H 2.30 -1.01 1.17 0.306
H 2.27 0.60 1.47 0.408
H -1.57 1.87 -2.79 0.403
H -0.22 2.21 -1.59 0.355
H -0.27 0.90 -2.68 0.326
H -1.83 -0.17 -1.41 0.470
H -2.47 1.16 -0.58 0.402
H 0.82 -3.39 0.23 0.216
H 0.99 -2.71 1.66 0.208
```

***

R:
# C7H12N3

An isolated ion of composition C7H12N3 and charge +1 (ωB97M-V/def2-TZVPD, the OMol25 dataset).

Computed properties:
Kohn-Sham gap (eV): 8.923
E_LUMO (eV): -4.3
SMILES: CN/[NH+]=c1/ccccn1C
Multiplicity: 1
Total charge: +1

Geometry as XYZ:
```
22
Properties=species:S:1:pos:R:3:mulliken_charge:R:1
C -1.61 -2.20 -1.30 -0.465
C -0.48 -2.00 -0.57 -0.712
C -2.55 -1.05 -1.40 -0.421
C -2.10 0.16 -1.19 -0.215
C -0.10 -0.61 -0.22 0.932
C -0.45 1.80 -0.50 -0.871
C 2.75 0.90 1.77 -0.782
N -0.85 0.40 -0.69 0.057
N 1.35 0.77 1.61 -0.218
N 1.05 -0.40 0.32 -0.386
H -1.86 -3.06 -1.86 0.456
H 0.24 -2.74 -0.39 0.396
H -3.63 -1.19 -1.66 0.342
H -2.74 1.04 -1.19 0.357
H 0.72 1.68 -0.45 0.357
H -0.90 2.61 -1.22 0.357
H -0.85 2.24 0.50 0.288
H 3.26 0.02 1.35 0.302
H 3.20 1.80 1.46 0.265
H 2.91 0.94 2.81 0.377
H 1.02 0.22 2.38 0.298
H 1.60 -1.31 0.45 0.284
```

***

Most stable: R (next structure +38.1 kcal/mol)

***

P:
# C12H40NO10

A 7-piece molecular cluster, C12H40NO10 overall (ωB97M-V/def2-TZVPD, the OMol25 dataset).

Computed properties:
Kohn-Sham gap (eV): 9.903
E_LUMO (eV): -2.4
Multiplicity: 1
Total charge: +1

Geometry as XYZ:
```
63
Properties=species:S:1:pos:R:3:mulliken_charge:R:1
N 0.24 0.29 0.79 0.781
H -0.47 0.37 0.05 -0.052
H 0.41 1.24 1.16 0.275
H 1.11 -0.14 0.44 0.348
H -0.20 -0.20 1.59 0.056
C -1.24 -3.86 1.18 -1.203
C -1.44 -3.04 -0.06 0.644
O -2.51 -3.62 -0.83 -0.595
H -0.30 -3.58 1.67 0.202
H -1.21 -4.94 1.01 0.399
H -2.09 -3.75 1.85 0.304
H -0.49 -2.96 -0.60 -0.085
H -1.85 -2.05 0.18 -0.002
H -2.60 -3.08 -1.63 0.319
C 1.82 0.77 -3.24 -0.785
C 2.03 2.27 -3.14 -0.158
O 3.13 2.59 -3.99 -0.536
H 1.25 0.35 -2.41 0.067
H 2.76 0.23 -3.22 0.316
H 1.30 0.57 -4.17 0.376
H 2.31 2.60 -2.13 0.217
H 1.13 2.77 -3.51 0.201
H 3.41 3.49 -3.78 0.305
C -1.41 -0.68 3.90 -0.484
C -2.55 -0.07 3.09 -0.595
O -2.15 1.13 2.43 -0.439
O -0.31 -1.09 3.08 -0.609
H -1.78 -1.52 4.48 0.471
H -1.06 0.07 4.61 0.272
H -3.38 0.17 3.77 0.486
H -2.96 -0.83 2.42 0.259
H -2.98 1.54 2.16 0.282
H 0.06 -1.85 3.54 0.286
C 2.52 -2.43 -0.45 -0.128
C 2.29 -2.93 -1.87 -0.396
O 2.30 -4.37 -1.82 -0.561
O 2.61 -0.99 -0.39 -0.598
H 3.49 -2.82 -0.11 0.443
H 1.75 -2.75 0.24 0.002
H 3.10 -2.66 -2.54 0.409
H 1.28 -2.73 -2.22 0.143
H 3.20 -4.68 -1.69 0.309
H 3.53 -0.75 -0.51 0.267
C 1.32 2.94 3.13 -0.333
C 0.98 3.81 1.95 -0.689
O 0.17 3.16 0.96 -0.388
O 2.02 1.78 2.62 -0.529
H 0.44 2.62 3.68 0.209
H 2.00 3.46 3.80 0.425
H 1.90 4.10 1.45 0.267
H 0.53 4.75 2.27 0.461
H -0.71 3.53 1.08 0.225
H 2.15 1.21 3.38 0.300
C -2.26 1.26 -1.50 0.098
C -2.44 1.79 -2.92 -0.564
O -3.19 0.89 -3.73 -0.525
O -1.51 0.04 -1.49 -0.500
H -3.16 1.10 -0.90 0.297
H -1.73 2.01 -0.92 -0.061
H -1.55 2.10 -3.46 0.109
H -3.02 2.71 -2.81 0.439
H -4.07 1.26 -3.86 0.320
H -1.93 -0.61 -2.06 0.228
```

***

Q:
# C12H40NO10

A 7-piece molecular cluster, C12H40NO10 overall (ωB97M-V/def2-TZVPD, the OMol25 dataset).

Computed properties:
Kohn-Sham gap (eV): 10.341
E_LUMO (eV): -2.1
Multiplicity: 1
Total charge: +1

Geometry as XYZ:
```
63
Properties=species:S:1:pos:R:3:mulliken_charge:R:1
N -0.17 0.17 -0.18 0.768
H -0.41 1.00 0.34 0.395
H -1.07 -0.05 -0.59 -0.346
H 0.12 -0.52 0.50 0.207
H 0.51 0.31 -0.91 0.254
C -1.27 -4.41 0.83 -1.182
C -0.35 -3.36 0.07 -0.058
O 0.07 -2.31 1.01 -0.407
H -0.51 -4.92 1.42 0.357
H -1.65 -5.08 0.06 0.407
H -2.00 -3.96 1.50 0.290
H -0.93 -2.90 -0.72 -0.051
H 0.51 -3.82 -0.42 0.392
H 0.58 -2.73 1.70 0.185
C -1.93 -0.05 3.48 -0.715
C -1.17 -1.01 4.37 -0.125
O -0.87 -0.33 5.57 -0.550
H -2.96 0.11 3.79 0.457
H -2.11 -0.43 2.47 0.061
H -1.32 0.82 3.22 0.191
H -0.22 -1.16 3.85 0.081
H -1.76 -1.89 4.63 0.341
H -0.46 -0.87 6.25 0.297
C -3.09 -1.11 -2.00 -0.572
C -2.29 -0.14 -3.02 -0.464
O -0.92 -0.47 -2.93 -0.456
O -2.77 -0.80 -0.69 -0.506
H -2.76 -2.14 -2.07 0.310
H -4.18 -1.06 -2.10 0.414
H -2.51 0.88 -2.70 0.156
H -2.57 -0.23 -4.07 0.508
H -0.47 -0.14 -3.72 0.261
H -3.31 -1.35 -0.13 0.244
C 2.65 1.36 -3.01 -0.583
C 3.85 2.16 -2.48 -0.515
O 3.77 3.53 -2.90 -0.532
O 1.43 1.51 -2.22 -0.422
H 2.89 0.30 -2.97 0.378
H 2.41 1.71 -4.01 0.434
H 4.73 1.84 -3.03 0.317
H 4.02 2.13 -1.40 0.382
H 4.22 4.01 -2.20 0.336
H 0.91 2.29 -2.41 0.228
C 2.98 -0.74 -0.15 0.041
C 3.79 -2.01 0.27 -0.663
O 4.96 -1.74 0.93 -0.490
O 2.52 0.05 0.96 -0.451
H 2.15 -1.08 -0.77 0.211
H 3.63 -0.04 -0.68 0.048
H 4.13 -2.59 -0.58 0.356
H 3.14 -2.61 0.92 0.275
H 4.72 -1.11 1.62 0.291
H 3.27 0.18 1.56 0.327
C -2.31 2.83 0.97 -0.449
C -2.37 4.06 0.06 -0.463
O -2.51 3.73 -1.33 -0.464
O -1.02 2.28 1.21 -0.564
H -2.98 2.05 0.60 0.276
H -2.79 3.07 1.91 0.387
H -1.42 4.57 0.17 0.220
H -3.19 4.70 0.39 0.437
H -2.90 4.50 -1.74 0.274
H -0.44 3.00 1.47 0.238
```

***

Most stable: P (next structure +17.5 kcal/mol)

***

P:
# C5H8N2O3

A 2-piece molecular cluster, C5H8N2O3 overall (ωB97M-V/def2-TZVPD, the OMol25 dataset).

Computed properties:
Kohn-Sham gap (eV): 10.844
E_LUMO (eV): 0.8
SMILES: c1nc(C[C@H]2CO2)no1.O
Multiplicity: 1

Geometry as XYZ:
```
18
Properties=species:S:1:pos:R:3:mulliken_charge:R:1
C 0.55 -0.30 -0.69 -0.655
C 0.21 -1.27 0.41 0.157
C 1.11 -1.40 1.57 -0.512
O -0.33 -0.74 1.62 -0.507
C -0.63 0.39 -1.29 0.362
N -1.87 0.09 -1.03 -0.283
O -2.60 0.99 -1.78 -0.167
C -1.73 1.70 -2.48 0.105
N -0.50 1.37 -2.26 -0.541
H 1.26 0.47 -0.35 0.313
H 1.08 -0.84 -1.49 0.356
H -0.33 -2.16 0.08 0.437
H 1.09 -2.32 2.16 0.323
H 2.15 -1.09 1.40 0.254
H -2.13 2.39 -3.22 0.390
O 1.14 1.12 2.22 -0.749
H 0.16 0.64 2.01 0.438
H 1.38 0.96 3.14 0.278
```

***

Q:
# C5H8N2O3

An isolated molecule of C5H8N2O3 (ωB97M-V/def2-TZVPD, the OMol25 dataset).

Computed properties:
Kohn-Sham gap (eV): 9.898
E_LUMO (eV): 0.5
SMILES: N[C@@H]1[C@H](NC=O)[C@@H]1C(=O)O
Multiplicity: 1

Geometry as XYZ:
```
18
Properties=species:S:1:pos:R:3:mulliken_charge:R:1
O -2.29 -2.99 3.57 -0.597
C -1.73 -2.40 2.64 0.004
N -0.41 -2.28 2.49 -0.066
C 0.47 -3.11 3.23 -0.356
C 1.51 -3.95 2.57 -0.133
N 1.88 -3.60 1.22 -0.536
C 2.55 -1.82 2.37 0.573
O 3.70 -1.47 2.37 -0.510
C 1.94 -2.72 3.38 -0.374
H -2.30 -1.73 1.97 0.327
H 0.09 -1.43 1.86 0.330
H 0.08 -3.55 4.15 0.402
H 1.76 -4.94 2.96 0.322
H 2.72 -4.06 0.89 0.243
H 2.45 -2.82 4.34 0.432
H 1.13 -3.32 0.57 0.243
O 1.46 -0.85 1.53 -0.586
H 1.80 0.05 1.62 0.281
```

***

R:
# C5H8N2O3

An isolated molecule of C5H8N2O3 (ωB97M-V/def2-TZVPD, the OMol25 dataset).

Computed properties:
Kohn-Sham gap (alpha / beta) (eV): 7.205 / 7.223
E_LUMO (alpha / beta) (eV): -0.6 / -0.6
SMILES: [H]/N=C(C)/C(O)=C(\N)C(=O)O
Multiplicity: 1

Geometry as XYZ:
```
18
Properties=species:S:1:pos:R:3:mulliken_charge:R:1
C 0.98 -0.64 0.49 0.159
C -0.02 -0.22 -0.60 0.325
C -0.62 1.06 -0.59 0.732
C 1.21 -2.07 0.75 0.502
C -1.82 1.23 -1.54 -1.210
N -0.18 2.02 0.16 -0.733
N 1.05 0.18 1.53 -0.510
O 1.05 -2.94 -0.11 -0.650
O 1.62 -2.30 2.05 -0.528
O -0.29 -1.15 -1.50 -0.575
H -1.61 1.83 -2.48 0.268
H -2.62 1.71 -1.03 0.397
H -2.16 0.25 -1.92 0.307
H -0.65 3.00 0.26 0.219
H 1.37 -1.46 2.45 0.412
H 1.80 0.23 2.16 0.275
H 0.47 1.02 1.32 0.223
H 0.43 -1.77 -1.40 0.386
```

***

Most stable: R (next structure +8.2 kcal/mol)